Record 1
{"formula": "C27H35CeN4O7P", "method": "ωB97M-V with the def2-TZVPD basis set", "species": ["O", "H", "Ce", "N", "N", "N", "N", "O", "O", "O", "O", "C", "C", "C", "C", "C", "H", "H", "H", "C", "H", "H", "H", "C", "C", "H", "H", "H", "H", "H", "H", "H", "H", "C", "H", "H", "H", "O", "H", "H", "O", "P", "C", "C", "C", "C", "C", "C", "C", "C", "C", "C", "C", "C", "C", "C", "C", "C", "C", "C", "H", "H", "H", "H", "H", "H", "H", "H", "H", "H", "H", "H", "H", "H", "H"], "positions_angstrom": [[-1.9030, -0.0528, -1.6039], [-2.5138, -0.9495, -2.4514], [-0.3095, 0.6898, 0.2240], [0.5740, 2.4459, -1.3176], [1.6794, 0.1806, -1.3309], [-1.6122, -0.3086, 2.0696], [0.0191, -1.7526, 0.7818], [-0.0830, 3.5302, -1.2255], [-2.4886, 0.5492, 2.7472], [0.8350, -2.5655, 0.0465], [2.3157, -0.9532, -1.2114], [2.1902, 1.0549, -2.2482], [1.5790, 2.3304, -2.2463], [-1.4143, -1.5085, 2.6274], [-0.5085, -2.3386, 1.8768], [1.9691, 3.4407, -3.1496], [1.7255, 3.1946, -4.1958], [3.0547, 3.6162, -3.1003], [1.4394, 4.3576, -2.8721], [3.3267, 0.6748, -3.1316], [3.2456, -0.3815, -3.4122], [4.2888, 0.8164, -2.6146], [3.3358, 1.2902, -4.0394], [-2.0132, -1.9681, 3.9134], [-0.1851, -3.7235, 2.3213], [-2.7787, -1.2629, 4.2484], [-1.2432, -2.0592, 4.6964], [-2.4642, -2.9620, 3.7894], [0.3150, -4.2758, 1.5222], [-1.1058, -4.2491, 2.6056], [0.4723, -3.7061, 3.2013], [-2.4387, 1.3671, 2.1718], [1.4270, -1.9060, -0.5077], [-3.2158, -1.3547, -3.2936], [-3.0475, -0.7846, -4.2126], [-4.2596, -1.2407, -2.9865], [-3.0049, -2.4136, -3.4766], [-1.6175, 2.1343, 0.8272], [-2.4291, 0.7435, -1.8035], [-1.8267, 3.0696, 0.6518], [1.3272, 1.0127, 1.8051], [2.4242, 0.8875, 2.8724], [1.8613, 1.7047, 4.3640], [2.7201, 2.5318, 5.1100], [2.2548, 3.1361, 6.2810], [0.9381, 2.9292, 6.7071], [0.0803, 2.1204, 5.9537], [0.5330, 1.5220, 4.7768], [2.7115, -0.8573, 3.2027], [3.1263, -1.6707, 2.1446], [3.3562, -3.0271, 2.3512], [3.1774, -3.5849, 3.6192], [2.7436, -2.7809, 4.6752], [2.5195, -1.4177, 4.4762], [3.9320, 1.6224, 2.2335], [3.8766, 2.4875, 1.1309], [5.0554, 2.9990, 0.5861], [6.2936, 2.6675, 1.1483], [6.3525, 1.8182, 2.2577], [5.1780, 1.2918, 2.7973], [3.7444, 2.6978, 4.7715], [2.9267, 3.7696, 6.8606], [0.5780, 3.3985, 7.6239], [-0.9474, 1.9472, 6.2754], [-0.1486, 0.9224, 4.1683], [3.2945, -1.2359, 1.1568], [3.6833, -3.6407, 1.5112], [3.3792, -4.6451, 3.7806], [2.5917, -3.2101, 5.6672], [2.2093, -0.7815, 5.3070], [2.9092, 2.7520, 0.6970], [4.9971, 3.6643, -0.2778], [7.2116, 3.0725, 0.7206], [7.3128, 1.5602, 2.7054], [5.2272, 0.6148, 3.6518]], "forces_ev_per_a": [[3.2, 3.1, 4.0], [-1.6, -1.4, -2.0], [-0.5, -1.9, -2.2], [2.2, 1.3, -2.6], [1.6, 0.9, -1.6], [-0.8, -1.9, 2.3], [-0.5, -2.4, 2.3], [-0.5, 0.2, 0.3], [0.8, -0.3, -0.6], [-0.3, 0.8, 0.4], [-0.6, 0.4, 0.1], [-0.5, -2.1, 1.6], [-2.2, -0.4, 2.0], [-1.0, 3.4, -0.6], [2.1, 0.7, -3.1], [0.0, 0.5, -0.1], [0.0, 0.0, 0.3], [-0.3, -0.1, 0.0], [0.2, -0.2, -0.2], [0.1, 0.1, -0.1], [0.0, 0.2, 0.1], [-0.2, -0.1, -0.1], [0.0, -0.2, 0.2], [-0.3, 0.1, 0.1], [-0.1, -0.3, -0.2], [0.2, -0.2, -0.1], [-0.1, 0.1, -0.3], [0.1, 0.3, 0.0], [-0.1, 0.1, 0.2], [0.2, 0.1, -0.1], [-0.1, 0.1, -0.2], [-0.1, -0.7, 0.5], [0.0, -0.3, 0.0], [0.2, -0.3, 0.2], [0.0, -0.1, 0.1], [0.1, -0.1, -0.1], [-0.1, 0.1, -0.1], [-0.4, 1.4, 0.0], [0.1, -0.4, 0.0], [0.0, -0.5, 0.1], [-0.4, 0.0, -0.4], [-0.3, -0.1, -0.3], [0.2, 0.4, 0.4], [-0.3, -0.2, 0.0], [-0.1, -0.1, -0.1], [0.2, -0.2, -0.2], [0.1, 0.0, -0.1], [0.1, 0.0, 0.1], [0.1, -0.2, 0.4], [0.2, 0.0, -0.1], [0.0, 0.0, 0.0], [0.0, 0.2, -0.1], [0.0, 0.0, 0.1], [0.0, 0.1, -0.2], [0.5, 0.0, 0.0], [0.0, -0.1, 0.1], [0.0, -0.1, 0.2], [-0.3, -0.1, 0.0], [-0.2, 0.0, 0.0], [-0.1, 0.1, -0.2], [-0.3, 0.0, 0.1], [-0.2, -0.2, -0.2], [0.1, -0.1, -0.3], [0.3, 0.1, -0.1], [0.2, 0.1, 0.2], [-0.1, -0.2, 0.2], [-0.1, 0.1, 0.3], [-0.1, 0.3, 0.0], [0.1, 0.1, -0.3], [0.1, -0.2, -0.2], [0.3, -0.1, 0.1], [0.1, -0.2, 0.3], [-0.3, -0.1, 0.1], [-0.3, 0.1, -0.2], [0.0, 0.1, -0.2]], "s_squared": 0.992, "relative_energy_kj_mol": 0.00, "charge": 1, "spin_multiplicity": 2}



Record 2
{"formula": "C3H13N4", "method": "ωB97M-V with the def2-TZVPD basis set", "species": ["C", "C", "C", "N", "N", "N", "N", "H", "H", "H", "H", "H", "H", "H", "H", "H", "H", "H", "H", "H"], "positions_angstrom": [[1.1640, -0.9163, 1.7068], [1.6425, 0.9037, -0.7257], [-1.9389, 0.1748, -0.4929], [-1.4960, -1.1317, -0.9291], [0.3988, 0.3077, 1.1609], [-0.8314, 1.0092, -0.8739], [0.3598, 0.5012, -0.2189], [0.5239, -1.5233, 2.2975], [1.5942, -1.3951, 0.8429], [1.9513, -0.6147, 2.3357], [2.3472, 0.0353, -1.0539], [1.5254, 1.5753, -1.6046], [2.1563, 1.3821, 0.0940], [-2.7666, 0.7582, -1.0136], [-2.1076, 0.1766, 0.5919], [-1.4379, -1.2235, -1.9658], [-2.1402, -1.9891, -0.7044], [0.6072, 1.1342, 1.7414], [-0.9942, 2.0323, -0.7854], [-0.5577, -1.1969, -0.4029]], "forces_ev_per_a": [[-1.3, 1.9, -2.0], [1.3, -0.3, -1.9], [-0.9, 3.6, -0.2], [-1.7, -3.8, -0.2], [-0.9, -0.3, 2.0], [1.8, 0.3, 1.0], [0.4, -1.2, 0.0], [-0.7, -0.7, 0.2], [0.1, -0.6, -0.1], [1.1, 0.6, 0.7], [-1.5, 1.2, 0.5], [0.2, -0.4, 0.6], [0.4, 0.6, 0.0], [0.3, -1.9, 0.4], [-0.1, -0.4, -0.2], [0.7, 0.6, 0.8], [1.3, 2.1, 0.2], [0.0, -0.3, -0.8], [0.1, -1.0, 0.4], [-0.6, 0.0, -1.3]], "smiles": "CNN(C)NC[NH3+]", "relative_energy_kj_mol": 479.04, "charge": 1}



Record 3
{"formula": "C33H45Cl2HfN2OP3S", "method": "ωB97M-V with the def2-TZVPD basis set", "species": ["P", "C", "C", "H", "C", "H", "C", "H", "C", "H", "C", "H", "C", "C", "H", "C", "H", "C", "H", "C", "H", "C", "H", "C", "C", "H", "C", "H", "C", "H", "C", "H", "C", "H", "Hf", "C", "C", "H", "C", "O", "H", "C", "H", "C", "Cl", "Cl", "P", "C", "H", "H", "H", "C", "H", "H", "H", "C", "H", "H", "H", "P", "C", "C", "H", "H", "H", "H", "H", "H", "C", "H", "H", "H", "H", "S", "C", "N", "C", "C", "C", "N", "H", "H", "H", "H", "H", "H", "H", "H"], "positions_angstrom": [[0.6290, 1.1386, -2.9921], [-0.1518, 1.1798, -4.6904], [-0.5961, 2.3379, -5.3478], [-0.6017, 3.2955, -4.8428], [-1.0432, 2.2581, -6.6628], [-1.3856, 3.1480, -7.1524], [-1.0691, 1.0501, -7.3375], [-1.4327, 0.9784, -8.3537], [-0.6443, -0.1114, -6.6892], [-0.6684, -1.0806, -7.1877], [-0.1859, -0.0586, -5.3710], [0.1500, -0.9766, -4.8548], [0.2909, 2.9061, -2.4918], [-0.9719, 3.1633, -1.9222], [-1.6530, 2.3225, -1.7165], [-1.3510, 4.4737, -1.6437], [-2.3309, 4.6434, -1.2040], [-0.4882, 5.5339, -1.9176], [-0.7963, 6.5442, -1.6782], [0.7621, 5.2824, -2.4639], [1.4430, 6.0977, -2.6601], [1.1644, 3.9785, -2.7546], [2.1536, 3.8062, -3.1772], [2.4089, 1.3264, -3.5104], [2.8225, 1.6638, -4.8150], [2.1099, 1.7406, -5.6392], [4.1752, 1.9038, -5.0739], [4.4788, 2.1568, -6.0832], [5.1188, 1.8099, -4.0585], [6.1663, 1.9876, -4.2657], [4.7124, 1.4533, -2.7765], [5.4339, 1.3608, -1.9781], [3.3741, 1.1965, -2.4942], [3.0616, 0.8844, -1.4951], [-0.7562, -2.2893, 1.4627], [-0.3512, -0.6327, 2.9766], [0.0489, 0.6052, 2.6864], [-0.5011, -0.8825, 4.0335], [0.1062, 1.0456, 1.2364], [1.4705, 1.5273, 0.9916], [1.6385, 1.8052, 0.0558], [-0.2202, -0.0829, 0.2003], [-0.6444, 1.8622, 1.0442], [-0.1218, -0.2777, -1.1078], [-1.6641, -3.3893, 3.4380], [-1.5631, -3.5414, -0.3491], [-3.3959, -1.3262, 1.3938], [-4.5886, -2.5947, 1.8440], [-4.4839, -2.8828, 2.8880], [-4.4277, -3.4761, 1.2290], [-5.5949, -2.2187, 1.6694], [-3.8108, 0.0121, 2.5844], [-3.1732, 0.8900, 2.3851], [-3.6139, -0.3419, 3.6106], [-4.8764, 0.2833, 2.4682], [-4.0556, -0.6883, -0.1806], [-3.9612, -1.4820, -0.9331], [-3.4761, 0.1873, -0.5053], [-5.1122, -0.4159, -0.0323], [0.6143, 1.7539, 3.9682], [-0.0175, 1.2520, 5.5436], [-0.0008, 3.3927, 3.5227], [0.2874, 0.2302, 5.7696], [-1.1066, 1.3149, 5.5518], [0.3754, 1.9173, 6.3159], [0.3181, 3.6379, 2.4940], [0.4047, 4.1361, 4.2304], [-1.1027, 3.3907, 3.5909], [2.4219, 1.7342, 3.9646], [2.7591, 0.7703, 4.3884], [2.7924, 2.5696, 4.5861], [2.7693, 1.8329, 2.9192], [-0.2909, -0.7453, -2.1275], [1.5528, -3.1464, 1.5273], [1.2030, -4.6580, 2.3820], [1.6657, -4.8567, 3.5887], [1.1347, -5.8254, 4.5110], [0.8126, -7.0809, 3.7320], [-0.0702, -6.7793, 2.5148], [0.4860, -5.6371, 1.7454], [2.1256, -4.0185, 3.9777], [0.2445, -5.4556, 5.0167], [1.8976, -5.9716, 5.2660], [0.2803, -7.7996, 4.3712], [1.7200, -7.5733, 3.3723], [-1.0939, -6.5089, 2.8402], [-0.1568, -7.5918, 1.7646], [0.0174, -5.3751, 0.8839]], "forces_ev_per_a": [[1.1, 3.3, -1.5], [-0.2, -1.0, 0.1], [0.1, -0.5, 0.3], [0.0, 0.0, 0.0], [0.1, -0.1, 0.3], [-0.1, 0.3, -0.2], [0.2, -0.6, 0.3], [0.0, 0.1, 0.0], [0.1, -0.2, 0.3], [0.0, 0.3, 0.0], [-0.1, 0.4, 0.2], [-0.2, 0.5, -0.4], [-0.1, -0.2, 0.2], [0.4, -0.1, -0.1], [0.3, 0.5, -0.1], [-0.1, -0.3, 0.1], [0.2, 0.1, -0.1], [-0.2, -0.3, 0.1], [0.1, 0.0, -0.1], [0.1, -0.3, 0.0], [0.0, 0.1, 0.0], [-0.3, -0.3, 0.2], [-0.3, 0.0, 0.1], [0.1, -0.4, 0.3], [0.0, -0.1, 0.3], [0.2, 0.0, 0.4], [-0.3, -0.1, 0.1], [0.0, 0.0, 0.1], [-0.3, -0.1, 0.1], [0.0, 0.0, 0.0], [-0.2, -0.1, 0.2], [0.1, 0.0, 0.0], [-0.3, 0.1, -0.6], [0.2, 0.1, -0.2], [-1.2, 0.9, 0.7], [-0.4, 0.3, 0.4], [0.0, -0.2, -0.3], [0.3, 0.1, -0.1], [1.0, 0.4, -2.0], [-0.7, 0.2, -0.3], [-0.7, -0.3, 1.0], [0.4, -0.4, -2.6], [0.6, -0.5, 0.1], [-0.8, -0.5, 1.5], [0.3, -0.2, -0.4], [-0.4, -0.5, -0.9], [0.2, 0.7, 0.3], [-0.2, -0.3, 0.0], [0.1, 0.0, 0.0], [0.0, -0.1, -0.1], [-0.1, 0.0, 0.0], [0.1, 0.0, -0.1], [-0.3, -0.3, 0.1], [-0.1, 0.2, -0.4], [0.5, -0.1, 0.2], [0.1, 0.0, 0.0], [-0.1, 0.3, 0.1], [-0.2, -0.2, 0.1], [0.3, -0.1, -0.2], [0.2, 0.0, -1.5], [-0.1, 0.0, 0.5], [0.1, 0.2, 0.3], [0.0, 0.1, 0.0], [0.0, 0.0, 0.0], [0.0, 0.0, 0.0], [-0.1, -0.1, 0.5], [-0.2, -0.2, -0.4], [0.5, 0.0, -0.1], [0.0, 0.1, 0.2], [-0.1, 0.5, -0.2], [-0.1, -0.4, -0.3], [-0.2, 0.0, 0.6], [-0.2, -0.4, 3.0], [1.2, -0.8, 0.3], [-1.4, -1.3, -2.2], [0.5, 2.2, 0.5], [0.0, -0.7, 0.1], [-0.3, -1.0, -0.5], [-0.4, 0.3, -0.5], [0.7, 1.5, 1.6], [-0.3, -0.9, -0.2], [-0.1, 0.3, -0.1], [0.1, -0.3, 0.1], [0.2, 0.2, -0.2], [0.1, 0.1, 0.2], [0.4, -0.1, -0.2], [0.2, 0.2, 0.8], [0.3, 0.0, 0.1]], "charge": 2, "e_tot_ev": -105021.4839}



Record 4
{"formula": "C29H34N8O6Pb", "method": "ωB97M-V with the def2-TZVPD basis set", "species": ["Pb", "O", "C", "N", "C", "C", "C", "C", "C", "C", "N", "C", "C", "C", "C", "C", "N", "H", "H", "H", "H", "H", "H", "H", "H", "H", "H", "O", "C", "C", "C", "C", "C", "C", "C", "O", "N", "O", "O", "H", "H", "H", "H", "C", "N", "C", "C", "O", "N", "C", "C", "H", "H", "H", "H", "H", "H", "H", "H", "H", "H", "H", "H", "C", "C", "C", "C", "N", "N", "C", "H", "H", "H", "H", "H", "H", "H", "H"], "positions_angstrom": [[10.8840, 12.3815, 11.8705], [7.6286, 11.2985, 14.3623], [8.3750, 11.4750, 13.4385], [9.6900, 11.8613, 13.5557], [10.0650, 12.5223, 14.7741], [10.5556, 13.9363, 14.5129], [10.4934, 14.8182, 15.5351], [11.1119, 16.0646, 15.3931], [11.7123, 16.3545, 14.1713], [11.7005, 15.3938, 13.1765], [11.1270, 14.2242, 13.3133], [7.9407, 11.1638, 11.9880], [6.6750, 10.6851, 11.8859], [6.1962, 10.3627, 10.6482], [7.0660, 10.3854, 9.5915], [8.3876, 10.8659, 9.7619], [8.8181, 11.3123, 10.9736], [9.1593, 12.6090, 15.4094], [10.9080, 12.0228, 15.3369], [10.0537, 14.4647, 16.4529], [11.2479, 16.6953, 16.2779], [12.2189, 17.2946, 14.0849], [12.2146, 15.5853, 12.2622], [6.0353, 10.6482, 12.7733], [5.1913, 10.0126, 10.5177], [6.7435, 10.0186, 8.6164], [9.1210, 10.8808, 8.9587], [12.4930, 13.3058, 10.7287], [12.4979, 13.9499, 9.6251], [11.4499, 14.6671, 8.9973], [11.8451, 15.4668, 7.8300], [10.9317, 16.2768, 7.2212], [9.6188, 16.3299, 7.7544], [9.2389, 15.5944, 8.8234], [10.1187, 14.7232, 9.5249], [9.8110, 14.0843, 10.6074], [11.3365, 17.3517, 6.3502], [12.4200, 17.8862, 6.4630], [10.4503, 17.7422, 5.6222], [13.4635, 14.0034, 9.1412], [12.8826, 15.6205, 7.4812], [8.9361, 17.0041, 7.2862], [8.2391, 15.7320, 9.1770], [10.2186, 8.4776, 11.8102], [11.6296, 8.4297, 11.5087], [12.1664, 7.0869, 11.3922], [12.3034, 9.5377, 11.1662], [11.6645, 10.5674, 10.8296], [13.6453, 9.4276, 10.8933], [14.2719, 10.3961, 10.0054], [14.5973, 8.7837, 11.8170], [9.8583, 7.4475, 12.1512], [9.5981, 8.7552, 10.9550], [10.0901, 9.1863, 12.6664], [11.4472, 6.4506, 10.8841], [12.3930, 6.6371, 12.3778], [13.0336, 7.1180, 10.7748], [13.8503, 10.3455, 8.9933], [15.2961, 10.0806, 9.8982], [14.1834, 11.4206, 10.3751], [14.0327, 8.1914, 12.5559], [15.1937, 9.5315, 12.3385], [15.2463, 8.1240, 11.2531], [16.2742, 12.9566, 13.7547], [15.0162, 12.2136, 13.8895], [14.5634, 11.1030, 14.5907], [13.2324, 10.9365, 14.2309], [12.8231, 11.8548, 13.3708], [13.9361, 12.6683, 13.2053], [12.2061, 9.9191, 14.6812], [16.8982, 12.4278, 13.0616], [16.7680, 13.0098, 14.7223], [16.1032, 13.9381, 13.3453], [15.0843, 10.5370, 15.3737], [13.9905, 13.2372, 12.4107], [12.0485, 9.9664, 15.7689], [12.6540, 8.9497, 14.4151], [11.2761, 10.1012, 14.1758]], "forces_ev_per_a": [[-0.7, 0.6, -0.5], [-0.1, 0.2, 0.3], [0.7, -0.2, -1.6], [0.0, -0.2, 0.1], [0.4, 0.5, 0.6], [0.1, -0.9, -1.4], [0.5, 1.1, 0.6], [0.2, -0.6, 0.3], [-0.3, -0.1, 1.0], [0.3, 1.2, -0.2], [-0.9, -1.1, 1.4], [1.4, 0.6, 1.4], [-1.2, 0.3, 0.7], [-0.2, -0.6, -0.3], [1.4, 0.3, -1.1], [-0.4, 0.2, 0.8], [-1.0, -0.6, -0.3], [0.6, -0.3, -0.2], [-1.1, 0.2, -0.6], [-0.1, 0.3, 0.3], [-0.4, 0.1, -0.6], [0.2, 0.2, -0.5], [0.1, 0.1, -0.7], [0.4, -0.1, -0.3], [-0.3, -0.1, -0.1], [0.2, 0.2, 0.2], [-0.3, 0.1, 0.1], [0.3, -0.2, 0.0], [-1.1, 0.7, -0.2], [1.6, -0.1, -0.8], [0.0, 0.5, 0.2], [0.5, -1.0, 2.1], [0.5, -0.1, -0.6], [-0.5, -0.4, 0.6], [0.7, -0.2, 0.3], [-0.1, -0.2, -0.2], [-0.5, 1.1, -0.7], [0.2, -0.8, 0.2], [-0.1, 0.1, -0.5], [0.4, 0.0, -0.2], [-0.4, -0.6, 0.5], [-0.4, 0.3, -0.1], [-0.4, -0.1, 0.3], [-1.0, -0.5, 1.6], [0.2, -0.2, 0.2], [0.0, -0.4, 0.5], [1.1, -1.9, -1.0], [-0.9, 1.5, 0.0], [-0.3, 0.3, 0.8], [-0.6, 0.1, -0.4], [-0.9, -0.4, 0.2], [0.7, 1.5, -0.4], [0.2, 0.2, 0.1], [-0.4, -0.5, -0.8], [-0.2, 0.0, 0.0], [-0.1, 0.2, -0.5], [0.7, -0.1, -0.3], [-0.2, 0.1, 0.3], [0.4, 0.2, 0.1], [0.2, -0.1, 0.0], [0.5, 0.3, -0.3], [0.0, 0.1, 0.0], [0.2, -0.2, 0.0], [0.3, -0.3, 0.5], [-1.8, 0.0, -0.1], [1.0, 0.0, 0.8], [-1.7, -0.5, 0.3], [1.3, 1.1, -0.8], [-0.4, -1.6, 0.9], [1.7, -0.1, 0.3], [0.7, -0.3, -0.3], [0.2, 0.2, -0.1], [0.0, 0.4, 0.1], [-0.2, 0.3, -0.6], [-0.1, 1.0, -1.2], [0.1, -0.1, -0.3], [-0.6, 0.0, 0.3], [-0.4, -0.2, -0.2]], "relative_energy_kj_mol": 57.38, "charge": 2}